Entry 1:
ORCA calculation (the ωB97M-V functional and the def2-TZVPD basis) on a molecular structure, C23H29N3O6S in a non-equilibrium geometry.

Cartesian coordinates (Å):
C: 6.9743 1.8145 0.3664
H: 6.8665 2.8554 0.4544
H: 8.1199 1.7078 0.5152
H: 6.8335 1.5691 -0.8006
C: 6.0339 0.7310 0.9495
N: 4.5525 0.8844 0.7905
S: 4.1327 0.3893 -0.6565
O: 3.9521 1.6661 -1.7966
O: 5.1551 -0.4133 -1.3333
C: 2.7229 -0.3945 -0.5393
C: 2.6894 -1.4031 0.0607
C: 1.4784 -2.2143 0.1691
C: 0.3612 -1.9505 -0.1658
C: 0.3153 -0.3587 -0.5195
C: 1.4590 0.2250 -0.9517
H: 1.3733 1.1966 -1.1291
N: -0.9297 -0.0213 -0.6546
C: -1.3437 1.2290 -1.2603
O: -0.4624 2.1304 -2.0108
C: -2.8358 1.6412 -1.1097
C: -3.0467 2.9332 -0.6046
O: -4.4802 3.3832 -0.3215
C: -5.1892 2.3682 -0.0575
C: -6.5528 2.5940 0.4359
C: -7.3439 1.7030 0.4182
C: -6.8127 0.2434 0.6870
C: -5.5957 -0.2666 0.3044
C: -4.7120 1.0888 -0.1427
O: -3.5599 0.5351 -0.4106
H: -5.2078 -1.1362 0.3810
H: -7.5448 -0.4586 0.9696
H: -8.3844 1.7449 0.8244
H: -6.7772 3.6135 0.2577
H: -2.4989 3.6034 -1.0705
H: -2.6362 2.7894 0.5121
H: -3.1761 1.8846 -2.2074
H: -1.6922 -0.3422 -0.4083
N: -0.8738 -2.4123 0.4228
C: -0.9725 -3.4665 1.1413
H: -0.3717 -3.1956 2.0353
C: -0.6312 -4.9706 0.6637
H: -1.0711 -5.6084 1.4650
O: -1.6708 -5.1525 -0.5616
C: -1.4465 -4.2504 -1.5411
H: -2.1852 -4.2932 -2.4546
C: -1.5549 -2.7821 -1.0142
H: -1.4694 -2.0843 -1.7396
H: -2.6264 -2.8389 -0.6424
H: -0.3344 -4.0331 -2.0466
H: 0.2023 -4.9241 0.2212
H: -1.9483 -3.4453 1.4789
H: 1.6717 -3.2574 0.6417
H: 3.9021 -1.9605 0.1704
C: 3.8090 1.8831 1.4279
C: 4.0872 3.3395 0.9918
H: 4.0454 3.5378 -0.0001
H: 3.1273 3.9698 1.1559
H: 4.8176 3.8111 1.3320
H: 2.7538 1.7627 1.0838
H: 3.9898 1.8782 2.7098
H: 6.1504 1.0649 2.0817
H: 6.3618 -0.1375 1.0319

Properties
- HOMO: -8.08 eV
- Energy relative to the best compared isomer or geometry (same formula, charge and spin): 605.11 kcal per mole
- LUMO: -0.48 eV

***

Entry 2:
ORCA calculation (the ωB97M-V functional and the def2-TZVPD basis) on C4H8N2O2 in the gas phase in a non-equilibrium geometry.

Cartesian coordinates (Å):
O: 0.3972 -1.3157 -1.9772
N: 1.3994 -1.1377 -1.0590
C: 1.0835 -0.8798 0.1339
N: -0.2183 -0.5559 0.6002
C: -0.4087 0.2814 1.7814
C: -0.3422 1.7083 1.1934
C: -0.6759 1.4596 -0.2912
O: -1.0427 0.1021 -0.4088
H: -0.3647 -0.9086 -1.5227
H: 1.8314 -1.0488 0.9130
H: -1.3309 -0.0606 2.3042
H: 0.4385 0.1342 2.4857
H: -1.0490 2.3557 1.6210
H: 0.6695 2.1449 1.3172
H: 0.2281 1.5943 -0.9970
H: -1.4658 1.9361 -0.7270

Properties
- SMILES: O/N=C\N1CCCO1
- HOMO: -8.71 eV
- Energy relative to the best compared isomer or geometry (same formula, charge and spin): 126.13 kcal per mole
- LUMO: 0.75 eV

***

Entry 3:
ORCA calculation (the ωB97M-V functional and the def2-TZVPD basis) on a gas-phase ion, C5H13N2O (charge +1) in a non-equilibrium geometry.

Cartesian coordinates (Å):
N: 1.9363 -1.5989 -0.8422
C: 2.6023 -0.5596 0.0622
C: 1.5639 0.0841 1.0113
N: 0.2625 0.0603 0.3340
C: -0.9209 0.1681 1.2104
C: -2.1634 -0.0732 0.3913
C: -2.4136 1.0378 -0.6830
O: -1.5203 1.3659 -1.4269
H: 2.5075 -1.7599 -1.6790
H: 1.0794 -1.1625 -1.1985
H: 1.6330 -2.4471 -0.3492
H: 3.1598 0.2260 -0.5648
H: 3.4733 -1.0005 0.6059
H: 1.4704 -0.3779 2.0228
H: 2.0853 1.0633 1.1244
H: 0.1640 0.7897 -0.3988
H: -0.9691 1.1484 1.7891
H: -0.8017 -0.6197 1.9787
H: -3.0748 -0.1769 1.0088
H: -2.1948 -1.0072 -0.1922
H: -3.4412 1.3200 -0.9449

Properties
- SMILES: [NH3+]CCNCCC=O
- HOMO: -13.02 eV
- Energy relative to the best compared isomer or geometry (same formula, charge and spin): 47.85 kcal per mole
- LUMO: -3.39 eV
- Net charge: +1

***

Entry 4:
ORCA calculation (the ωB97M-V functional and the def2-TZVPD basis) on a molecular structure, C22H16Cl2CoN2O2S.

Cartesian coordinates (Å):
Co: 0.0464 -0.2393 0.6827
C: -1.9699 3.0584 -0.8440
C: -0.9895 3.5876 -1.6752
C: 0.2402 2.9536 -1.7907
C: 0.4815 1.7885 -1.0719
C: -0.5096 1.2701 -0.2448
C: -1.7322 1.8892 -0.1198
C: 1.7107 0.9896 -1.1159
C: 2.8837 1.2830 -1.8401
C: 3.9373 0.4259 -1.7551
C: 3.8569 -0.7390 -0.9501
C: 4.9234 -1.6570 -0.8130
C: 4.7916 -2.7531 -0.0117
C: 3.5850 -2.9805 0.6879
C: 2.5357 -2.1140 0.5714
C: 2.6596 -0.9769 -0.2541
N: 1.6174 -0.0984 -0.3741
H: -2.9220 3.5643 -0.7453
H: -1.1819 4.4978 -2.2264
H: 1.0032 3.3687 -2.4375
H: -2.4923 1.4986 0.5478
H: 2.9351 2.1792 -2.4406
H: 4.8533 0.6274 -2.2969
H: 5.8441 -1.4723 -1.3521
H: 5.6093 -3.4526 0.0929
H: 3.4912 -3.8519 1.3221
H: 1.6126 -2.3086 1.1085
S: -0.8300 -1.7059 -0.7756
C: -2.5089 -1.2760 -0.6144
N: -3.1230 -0.7537 -1.6937
C: -4.4209 -0.3861 -1.7361
C: -5.1992 -0.5347 -0.6251
C: -4.6133 -1.0730 0.5258
C: -3.2868 -1.4447 0.5337
H: -2.5389 -0.6190 -2.5118
H: -4.7753 0.0168 -2.6730
H: -6.2386 -0.2447 -0.6511
H: -5.2104 -1.2058 1.4187
H: -2.8182 -1.8613 1.4115
Cl: 0.6713 -1.2431 5.0198
C: -0.1289 0.2257 4.4283
Cl: -1.7384 0.4264 5.1076
C: -0.1841 0.1235 2.9220
O: 0.6916 0.7192 2.2306
O: -1.0504 -0.5765 2.3168
H: 0.4817 1.0747 4.7120

Properties
- HOMO: -11.53 eV
- LUMO: -3.54 eV
- Net charge: +1

***

Entry 5:
ORCA calculation (the ωB97M-V functional and the def2-TZVPD basis) on a gas-phase ion, C9H10N3OS (charge +1) in a non-equilibrium geometry.

Cartesian coordinates (Å):
N: 0.8645 -0.5581 -1.8911
O: 1.6332 -1.2378 -0.8521
C: 1.8984 -0.5008 0.1995
N: 3.0099 -0.8744 0.8226
N: 1.0964 0.4156 0.6337
C: -0.2957 0.7109 0.3364
C: -0.5931 1.9971 0.1464
C: -1.8735 2.5045 -0.1849
C: -2.8822 1.5911 -0.1960
C: -2.6754 0.2728 0.0943
S: -3.8467 -1.0294 0.1348
C: -2.5566 -2.1208 0.5712
C: -1.3459 -1.5997 0.6474
C: -1.3442 -0.2056 0.3704
H: 1.5734 0.0105 -2.4091
H: 0.7121 -1.3124 -2.6297
H: 3.5568 -0.3266 1.4289
H: 3.4105 -1.6871 0.5274
H: 1.4386 0.9488 1.3342
H: 0.3249 2.6200 0.2971
H: -1.9860 3.5118 -0.1554
H: -3.7947 1.9257 -0.4464
H: -2.7788 -3.1838 0.5844
H: -0.4694 -2.0735 0.8627

Properties
- SMILES: NOC(=[NH2+])Nc1cccc2sccc12
- HOMO: -11.64 eV
- Energy relative to the best compared isomer or geometry (same formula, charge and spin): 38.90 kcal per mole
- LUMO: -3.25 eV
- Net charge: +1

***

Entry 6:
ORCA calculation (the ωB97M-V functional and the def2-TZVPD basis) on 2 unconnected molecules or ions with the total composition C27H37ClF10N5O9PS2 in a non-equilibrium geometry.

Cartesian coordinates (Å):
C: 4.6852 1.4836 1.8058
C: 4.0635 0.4632 0.8371
O: 3.8510 1.0491 -0.4664
P: 3.4146 -0.0313 -1.5905
O: 4.5346 -0.3147 -2.4898
C: 2.0298 0.7104 -2.5342
C: 0.9465 -0.3960 -2.7035
N: -0.3090 0.1513 -3.2561
C: -1.0100 1.0083 -2.5761
N: -2.1662 1.6217 -3.0815
F: -2.0684 2.0275 -4.4119
C: -2.1870 2.9297 -2.3546
C: -1.0450 3.8135 -2.9735
O: -1.4683 4.7739 -3.6404
O: 0.1602 3.5422 -2.7830
C: -1.9763 2.2813 -0.9256
Cl: -3.5578 1.3712 -0.7742
S: -1.7254 3.7330 0.1451
O: -0.3268 4.0008 0.0807
O: -2.4179 4.8837 -0.3295
C: -2.1356 3.5498 1.9700
F: -2.6562 4.7055 2.3743
F: -0.9442 3.4958 2.5884
C: -2.9302 2.3337 2.5309
F: -2.5700 2.2646 3.8346
F: -2.4904 1.1627 2.0359
C: -4.5123 2.3315 2.5364
F: -4.9540 2.2721 3.8003
F: -4.9272 1.1782 1.9785
C: -5.3020 3.4833 1.8554
F: -5.3930 4.5480 2.6407
F: -4.8747 3.8112 0.6464
F: -6.5656 3.0357 1.7136
N: -0.8193 1.5022 -1.3171
C: -0.3328 0.6714 -0.1826
C: -1.0007 -0.6863 0.0253
C: -0.1760 -1.4296 1.1091
C: -0.6027 -2.9108 1.3035
N: -1.5256 -3.4345 0.2512
C: -2.6206 -4.0720 0.9271
C: -3.6117 -3.1216 1.6006
O: -2.7289 -5.2782 0.9823
C: -0.6551 -0.3100 -4.5642
C: -0.1845 0.2950 -5.6969
C: -0.4901 -0.1393 -6.9665
N: -1.3038 -1.1684 -7.1641
C: -1.7782 -1.7227 -6.0654
C: -1.5050 -1.3857 -4.7606
O: 2.9057 -1.3434 -0.7935
C: 3.6293 -2.5559 -1.1040
C: 3.1113 -3.6079 -0.1142
H: 5.7539 1.5222 1.5802
H: 4.1846 2.4489 1.7296
H: 4.5401 1.0341 2.7916
H: 3.1289 0.1403 1.3041
H: 4.7739 -0.3700 0.7851
H: 1.6287 1.6142 -2.0607
H: 2.4274 0.9192 -3.5275
H: 1.3625 -1.1162 -3.4117
H: 0.7822 -0.9535 -1.7826
H: -3.1363 3.4437 -2.4731
H: 0.7304 0.4745 -0.3547
H: -0.3354 1.3064 0.7056
H: -1.0319 -1.2771 -0.8953
H: -2.0229 -0.6407 0.4044
H: 0.8970 -1.3222 0.9177
H: -0.3748 -0.8766 2.0369
H: -0.9943 -3.0264 2.3186
H: 0.3126 -3.5114 1.2810
H: -1.0313 -4.2176 -0.1696
H: -4.5538 -3.1020 1.0556
H: -3.7317 -3.4426 2.6382
H: -3.1473 -2.1318 1.6554
H: 0.4639 1.1639 -5.5891
H: -0.0665 0.3973 -7.8087
H: -2.4731 -2.5506 -6.2096
H: -1.9289 -1.9284 -3.9231
H: 4.7003 -2.4191 -0.9616
H: 3.3754 -2.9019 -2.1087
H: 2.0247 -3.6862 -0.2390
H: 3.5992 -4.5732 -0.2483
H: 3.2523 -3.2250 0.9036
C: 2.3064 -1.0171 6.3215
S: 3.5980 -0.4518 5.2066
O: 2.9851 -0.3243 3.8554
C: 4.5408 -1.9828 5.2195
H: 1.5747 -0.2181 6.4249
H: 1.8240 -1.9030 5.9076
H: 2.7403 -1.2418 7.2957
H: 3.9128 -2.8062 4.8778
H: 4.9033 -2.1770 6.2289
H: 5.3878 -1.8655 4.5462

Properties
- HOMO: -8.08 eV
- Energy relative to the best compared isomer or geometry (same formula, charge and spin): 0.00 kcal per mole
- LUMO: -0.41 eV